1.
DFT (the ωB97M-V functional and the def2-TZVPD basis) results for a single C8H14N2 molecule.

## Properties
Kohn-Sham gap: 9.6 eV
structure (SMILES): CC[C@](C)(N)/C=C(/C)C#N
E_HOMO: -8.96 eV
ΔE to the lowest compared entry with this formula, charge and spin: 138.2 kJ/mol

Geometry as ORCA input:
```
! RIJCOSX wB97M-V def2-TZVPD def2/J DEFGRID3
* xyz 0 1
C -2.03 -0.07 -0.98
C -0.88 -1.07 -0.90
C 0.62 -0.91 -0.12
C 1.68 -1.58 -0.98
N 0.62 -1.55 1.16
C 0.89 0.56 0.00
C 0.24 1.38 0.84
C 0.53 2.85 0.98
C -0.89 0.90 1.56
N -1.68 0.67 2.36
H -2.65 -0.11 -0.08
H -1.66 0.93 -1.21
H -2.70 -0.37 -1.79
H -0.55 -1.20 -1.94
H -1.25 -2.06 -0.60
H 1.82 -1.05 -1.93
H 2.64 -1.60 -0.45
H 1.39 -2.60 -1.20
H -0.10 -1.21 1.78
H 0.49 -2.55 1.08
H 1.66 0.97 -0.64
H 1.28 3.16 0.26
H -0.38 3.43 0.81
H 0.89 3.07 1.99
*
```


2.
DFT (the ωB97M-V functional and the def2-TZVPD basis) results for 2 unconnected molecules or ions with the total composition CH2P2.

## Properties
Kohn-Sham gap (spin up / spin down): 7.4 / 8.1 eV
E_HOMO (spin up / spin down): -8.81 / -8.64 eV
ΔE to the lowest compared entry with this formula, charge and spin: 469.1 kJ/mol

Geometry as ORCA input:
```
! RIJCOSX wB97M-V def2-TZVPD def2/J DEFGRID3
* xyz 0 1
C -0.49 0.16 0.02
P -0.41 -0.35 -1.55
P 0.76 -1.10 0.27
H -1.73 1.71 0.83
H 1.86 -0.41 0.42
*
```


3.
DFT (the ωB97M-V functional and the def2-TZVPD basis) results for 11 unconnected molecules or ions with the total composition C44H70O22.

## Properties
Kohn-Sham gap: 9.7 eV
structure (SMILES): CCOC(C)=O.CCOC(C)=O.O=C1CCCO1.O=C1CCCO1.O=C1CCCO1.O=C1CCCO1.O=C1CCCO1.O=C1CCCO1.O=C1CCCO1.O=C1CCCO1.O=C1CCCO1
E_HOMO: -9.86 eV
ΔE to the lowest compared entry with this formula, charge and spin: 0.0 kJ/mol

Geometry as ORCA input:
```
! RIJCOSX wB97M-V def2-TZVPD def2/J DEFGRID3
* xyz 0 1
C 28.55 7.06 11.60
C 28.81 8.39 12.21
O 27.91 8.35 13.31
C 26.67 8.96 13.22
C 25.86 8.76 14.50
O 26.28 9.58 12.22
H 27.57 7.08 11.12
H 28.63 6.25 12.33
H 29.31 6.94 10.83
H 29.75 8.49 12.74
H 28.64 9.19 11.49
H 25.56 7.72 14.65
H 25.07 9.48 14.29
H 26.42 9.19 15.32
C 18.33 1.83 11.50
C 18.45 3.06 10.58
O 19.45 3.87 11.10
C 19.52 5.15 10.63
C 20.74 5.85 10.97
O 18.63 5.79 10.07
H 17.93 2.07 12.48
H 19.26 1.27 11.55
H 17.63 1.11 11.07
H 18.71 2.67 9.60
H 17.48 3.56 10.63
H 20.80 5.95 12.06
H 20.83 6.86 10.57
H 21.62 5.28 10.68
O 15.47 -6.89 16.90
C 16.46 -6.41 16.39
C 16.76 -4.96 16.13
C 17.74 -5.25 15.01
C 18.60 -6.31 15.62
O 17.57 -7.16 16.07
H 15.83 -4.47 15.82
H 17.28 -4.53 16.99
H 17.27 -5.51 14.07
H 18.35 -4.41 14.69
H 19.21 -6.80 14.86
H 19.17 -5.97 16.48
O 22.52 16.04 9.65
C 22.16 15.29 10.55
C 22.29 15.45 12.02
C 21.10 14.73 12.47
C 20.90 13.56 11.50
O 21.48 14.19 10.31
H 23.25 15.07 12.37
H 22.27 16.50 12.33
H 21.32 14.36 13.47
H 20.26 15.41 12.64
H 21.43 12.66 11.81
H 19.87 13.31 11.27
O 24.30 -0.18 13.86
C 24.82 0.73 14.53
C 24.29 2.06 15.00
C 25.62 2.76 15.40
C 26.56 1.60 15.71
O 26.13 0.51 14.90
H 23.75 2.47 14.14
H 23.64 1.83 15.85
H 25.91 3.43 14.58
H 25.47 3.42 16.25
H 27.61 1.89 15.62
H 26.47 1.24 16.74
O 13.08 5.80 4.61
C 12.96 6.09 5.79
C 14.02 6.12 6.87
C 13.23 6.85 7.96
C 11.79 6.56 7.73
O 11.75 6.35 6.33
H 14.33 5.13 7.21
H 14.80 6.77 6.47
H 13.52 6.40 8.91
H 13.52 7.90 8.07
H 11.64 5.73 8.42
H 11.24 7.41 8.14
O 23.59 -6.88 8.40
C 22.44 -6.37 8.47
C 21.61 -5.83 9.59
C 20.54 -5.07 8.85
C 20.49 -5.72 7.48
O 21.77 -6.28 7.35
H 21.29 -6.69 10.18
H 22.21 -5.15 10.19
H 19.56 -5.09 9.31
H 20.81 -4.01 8.83
H 19.77 -6.54 7.53
H 20.32 -4.95 6.73
O 19.90 5.51 17.68
C 18.69 5.29 17.72
C 17.85 4.56 16.76
C 16.61 4.09 17.55
C 16.67 4.98 18.79
O 17.99 5.54 18.81
H 17.58 5.32 16.03
H 18.47 3.87 16.19
H 15.66 4.19 17.03
H 16.71 3.05 17.89
H 15.92 5.77 18.78
H 16.56 4.40 19.71
O 21.89 3.69 5.18
C 22.75 2.92 5.61
C 23.08 1.50 5.22
C 23.97 1.05 6.38
C 24.61 2.31 6.99
O 23.53 3.27 6.69
H 22.30 0.77 5.00
H 23.57 1.64 4.25
H 23.38 0.52 7.12
H 24.81 0.40 6.12
H 24.83 2.26 8.06
H 25.51 2.62 6.46
O 15.65 -1.12 6.26
C 14.44 -1.21 6.18
C 13.53 -2.33 5.71
C 12.28 -1.97 6.40
C 12.36 -0.51 6.68
O 13.72 -0.20 6.64
H 13.41 -2.37 4.62
H 13.84 -3.35 5.92
H 11.33 -2.10 5.88
H 12.23 -2.59 7.30
H 11.87 0.16 5.98
H 12.03 -0.33 7.71
O 16.09 10.73 3.00
C 17.18 10.35 3.23
C 18.24 9.88 2.28
C 19.53 10.18 3.03
C 19.06 10.15 4.46
O 17.70 10.56 4.42
H 18.09 8.81 2.11
H 18.05 10.41 1.35
H 20.38 9.52 2.85
H 19.88 11.17 2.75
H 19.04 9.12 4.80
H 19.60 10.92 5.00
*
```


4.
DFT (the ωB97M-V functional and the def2-TZVPD basis) results for a molecular structure, C2H2F6NO11P2ReS2.

## Properties
Kohn-Sham gap (spin up / spin down): 7.3 / 7.0 eV
E_HOMO (spin up / spin down): -12.18 / -11.80 eV
ΔE to the lowest compared entry with this formula, charge and spin: 707.7 kJ/mol

Geometry as ORCA input:
```
! RIJCOSX wB97M-V def2-TZVPD def2/J DEFGRID3
* xyz 1 2
Re -0.05 0.40 0.70
F 0.62 -4.44 0.36
C 1.43 -3.47 0.70
F 2.50 -3.94 1.30
F 1.76 -2.75 -0.37
S 0.53 -2.33 1.89
O -0.48 -1.61 1.10
O 0.08 -3.11 2.97
N 1.66 -1.19 2.36
S 3.23 -0.72 1.93
O 2.42 -0.09 0.17
O 4.05 -1.64 1.24
C 3.60 1.26 2.11
F 3.74 -0.90 3.43
F 4.93 1.20 1.97
F 3.30 1.59 3.33
O 3.61 1.99 -1.05
P 2.43 1.37 -0.27
O 2.99 1.98 1.22
O 1.01 0.10 2.38
O 1.05 2.23 -0.11
P 0.31 1.74 -1.58
O 0.17 2.98 -2.48
O 1.57 0.95 -1.93
O -0.94 1.06 -1.14
H 3.67 1.83 -2.00
H -0.71 3.38 -2.58
*
```


5.
DFT (the ωB97M-V functional and the def2-TZVPD basis) results for a molecular structure, C17H25NO7Tm.

## Properties
Kohn-Sham gap (spin up / spin down): 8.3 / 8.3 eV
E_HOMO (spin up / spin down): -17.12 / -17.12 eV

Geometry as ORCA input:
```
! RIJCOSX wB97M-V def2-TZVPD def2/J DEFGRID3
* xyz 3 3
Tm 0.68 0.03 -0.57
C 2.58 2.66 -0.53
C 3.24 1.75 0.48
O 2.78 0.40 0.17
C 3.62 -0.71 0.58
C 3.30 -1.86 -0.35
O 1.85 -2.00 -0.50
C 1.20 -3.10 0.17
C 0.78 -2.67 1.55
O 0.07 -1.39 1.41
C -1.32 -1.50 1.55
C -1.53 1.03 1.75
O -0.23 1.38 1.44
C 0.00 2.83 1.33
C 0.18 3.17 -0.12
O 1.18 2.30 -0.71
H 3.04 2.55 -1.52
H 2.65 3.70 -0.22
H 2.98 1.97 1.52
H 4.32 1.79 0.37
H 3.43 -0.93 1.63
H 4.67 -0.44 0.46
H 3.72 -2.79 0.04
H 3.68 -1.69 -1.35
H 1.86 -3.97 0.21
H 0.34 -3.37 -0.44
H 1.62 -2.47 2.22
H 0.14 -3.41 2.04
H -1.66 -1.53 2.58
H -1.76 -2.26 0.91
H -1.68 0.75 2.80
H -2.28 1.72 1.37
H 0.88 3.03 1.94
H -0.83 3.38 1.77
H 0.47 4.21 -0.26
H -0.73 3.00 -0.69
N 1.01 -0.04 -2.81
C 1.00 -0.16 -3.96
C 0.97 -0.31 -5.38
C 1.16 0.81 -6.19
C 1.09 0.64 -7.56
C 0.83 -0.62 -8.09
C 0.65 -1.73 -7.27
C 0.72 -1.59 -5.90
H 1.36 1.78 -5.76
H 1.23 1.49 -8.21
H 0.77 -0.74 -9.16
H 0.45 -2.70 -7.70
H 0.58 -2.44 -5.25
O -1.83 -0.24 1.01
O -1.42 -0.11 -0.36
*
```


6.
DFT (the ωB97M-V functional and the def2-TZVPD basis) results for 2 unconnected molecules or ions with the total composition C4H5O2PS2.

## Properties
Kohn-Sham gap (spin up / spin down): 7.0 / 7.9 eV
E_HOMO (spin up / spin down): -9.06 / -8.75 eV
ΔE to the lowest compared entry with this formula, charge and spin: 505.2 kJ/mol

Geometry as ORCA input:
```
! RIJCOSX wB97M-V def2-TZVPD def2/J DEFGRID3
* xyz 0 1
C 1.30 -1.97 0.84
C 1.96 -2.19 -0.33
C 1.78 0.27 0.15
C 1.18 -0.61 0.95
O -2.87 -1.43 -1.41
O -0.87 0.01 -1.00
P -2.36 -0.25 1.46
S 2.39 -0.77 -1.19
S -1.78 -1.04 -0.59
H 0.88 -2.87 1.44
H 2.02 -3.23 -0.78
H 1.62 1.37 0.14
H -1.05 -0.53 2.01
H -2.97 -1.47 2.06
*
```


7.
DFT (the ωB97M-V functional and the def2-TZVPD basis) results for a molecular structure, C10H14BFMgN6.

## Properties
Kohn-Sham gap: 9.7 eV
E_HOMO: -9.06 eV
ΔE to the lowest compared entry with this formula, charge and spin: 0.0 kJ/mol

Geometry as ORCA input:
```
! RIJCOSX wB97M-V def2-TZVPD def2/J DEFGRID3
* xyz 0 1
H -0.13 -1.86 -2.43
N 0.69 0.02 -1.85
B 1.70 2.36 -1.92
N 1.22 1.06 -2.61
C 1.27 0.72 -3.91
Mg 0.55 0.14 0.34
H 1.67 1.42 -4.62
C 0.75 -0.57 -4.03
H 0.68 -1.14 -4.93
C 0.38 -0.95 -2.73
H 2.15 3.14 -2.68
C 0.26 -0.85 3.41
H -0.12 -1.74 3.92
H -0.30 0.04 3.77
H 1.33 -0.71 3.62
N 2.77 1.84 -0.89
N 0.57 2.92 -1.03
N 2.41 0.91 0.10
N -0.06 2.13 -0.08
C 4.07 2.14 -0.78
C 0.08 4.17 -1.00
H 4.47 2.86 -1.48
H 0.49 4.92 -1.66
C 4.61 1.41 0.27
C -0.92 4.21 -0.03
C 3.54 0.64 0.79
C -0.99 2.91 0.50
H 5.63 1.42 0.61
H -1.48 5.08 0.26
H 3.55 -0.06 1.62
H -1.72 2.54 1.22
H 0.09 -1.03 2.30
F -0.50 -1.33 0.77
*
```


8.
DFT (the ωB97M-V functional and the def2-TZVPD basis) results for a single C5H11NO2 molecule.

## Properties
Kohn-Sham gap: 10.2 eV
structure (SMILES): CCC(=O)NCCO
E_HOMO: -9.47 eV
ΔE to the lowest compared entry with this formula, charge and spin: 128.6 kJ/mol

Geometry as ORCA input:
```
! RIJCOSX wB97M-V def2-TZVPD def2/J DEFGRID3
* xyz 0 1
C -1.25 -0.73 -2.05
C 0.27 -0.56 -1.86
C 0.73 0.70 -1.28
O 1.33 1.55 -1.94
N 0.71 0.93 0.08
C -0.14 0.28 1.08
C 0.69 -0.05 2.33
O 0.04 0.44 3.49
H -1.39 -1.46 -2.85
H -1.71 -1.02 -1.12
H -1.84 0.16 -2.31
H 0.70 -1.50 -1.46
H 0.59 -0.58 -2.91
H 1.08 1.83 0.34
H -0.53 -0.67 0.69
H -0.96 0.97 1.36
H 1.61 0.55 2.29
H 0.96 -1.10 2.48
H -0.88 0.27 3.64
*
```


9.
DFT (the ωB97M-V functional and the def2-TZVPD basis) results for 2 unconnected molecules or ions with the total composition C4H8O3.

## Properties
Kohn-Sham gap: 9.3 eV
structure (SMILES): O=CC(=O)CCO.[H][H]
E_HOMO: -9.88 eV
ΔE to the lowest compared entry with this formula, charge and spin: 272.0 kJ/mol

Geometry as ORCA input:
```
! RIJCOSX wB97M-V def2-TZVPD def2/J DEFGRID3
* xyz 0 1
O -1.51 -2.79 -0.23
C -1.39 -1.70 0.24
C -0.72 -0.54 -0.53
O -0.37 -0.71 -1.67
C -0.56 0.76 0.21
C 0.54 1.63 -0.38
O 1.81 1.04 -0.20
H -1.75 -1.46 1.27
H -1.52 1.29 0.18
H -0.34 0.56 1.27
H 0.32 1.80 -1.44
H 0.55 2.61 0.12
H 2.07 0.61 -1.02
H 1.55 -1.20 1.00
H 1.32 -1.89 1.18
*
```


10.
DFT (the ωB97M-V functional and the def2-TZVPD basis) results for a single C5H5ClSi molecule.

## Properties
Kohn-Sham gap (spin up / spin down): 6.5 / 7.1 eV
E_HOMO (spin up / spin down): -5.72 / -10.43 eV

Geometry as ORCA input:
```
! RIJCOSX wB97M-V def2-TZVPD def2/J DEFGRID3
* xyz 0 3
C 0.72 -2.43 -1.78
C 2.07 1.66 1.13
C 0.48 -1.42 -1.17
C 1.30 0.85 0.68
C -1.71 0.19 0.86
Si -0.17 0.12 -0.25
Cl -0.28 1.40 -1.93
H 1.06 -3.02 -2.56
H 2.71 2.31 1.67
H -2.29 -0.78 0.63
H -1.33 0.24 1.88
H -2.57 0.88 0.84
*
```


11.
DFT (the ωB97M-V functional and the def2-TZVPD basis) results for a molecular structure, C23H33AgB2F4N7O.

## Properties
Kohn-Sham gap: 8.3 eV
E_HOMO: -5.62 eV

Geometry as ORCA input:
```
! RIJCOSX wB97M-V def2-TZVPD def2/J DEFGRID3
* xyz -1 1
Ag 0.14 -0.63 -0.70
C 1.09 2.93 3.47
C -0.32 2.67 3.05
C -1.49 3.28 3.52
C -2.51 2.67 2.80
C -3.98 2.95 2.90
N -1.95 1.76 1.98
N -0.61 1.76 2.13
B -2.73 0.82 1.02
N -2.42 -0.67 1.28
N -1.20 -1.23 1.07
C -1.32 -2.53 1.33
C -0.17 -3.46 1.11
C -2.62 -2.82 1.74
C -3.29 -1.62 1.69
C -4.73 -1.35 2.01
N -2.53 1.21 -0.47
N -1.32 1.19 -1.09
C -1.52 1.61 -2.33
C -0.42 1.66 -3.33
C -2.87 1.94 -2.52
C -3.48 1.66 -1.31
C -4.93 1.78 -0.97
H 1.14 3.17 4.53
H 1.72 2.06 3.28
H 1.51 3.78 2.92
H -1.59 4.05 4.26
H -4.14 3.74 3.62
H -4.39 3.27 1.94
H -4.54 2.07 3.22
H -3.89 0.97 1.26
H 0.75 -2.88 0.96
H -0.03 -4.12 1.97
H -0.33 -4.07 0.23
H -3.03 -3.78 2.01
H -5.19 -2.27 2.35
H -4.84 -0.59 2.79
H -5.27 -1.00 1.13
H 0.55 1.55 -2.84
H -0.52 0.84 -4.05
H -0.42 2.60 -3.88
H -3.35 2.28 -3.43
H -5.47 2.16 -1.83
H -5.35 0.81 -0.70
H -5.09 2.46 -0.13
O 1.67 0.59 1.09
C 2.31 1.56 0.30
C 3.72 1.07 0.02
C 3.73 -0.35 -0.55
C 3.18 -0.46 -1.95
C 3.95 -0.06 -3.04
C 3.46 -0.24 -4.32
C 2.22 -0.83 -4.48
C 1.50 -1.19 -3.35
N 1.96 -0.99 -2.11
H 0.79 0.93 1.39
H 2.35 2.53 0.81
H 1.77 1.72 -0.65
H 4.28 1.06 0.96
H 4.23 1.76 -0.66
H 3.15 -1.00 0.10
H 4.76 -0.72 -0.57
H 4.93 0.37 -2.87
H 4.04 0.06 -5.18
H 1.80 -1.02 -5.46
H 0.53 -1.66 -3.44
F -2.65 -3.88 -3.05
B -1.67 -2.92 -3.31
F -2.18 -1.87 -4.09
F -0.57 -3.51 -3.97
F -1.20 -2.37 -2.07
*
```


12.
DFT (the ωB97M-V functional and the def2-TZVPD basis) results for a single C10H11N2P molecule.

## Properties
Kohn-Sham gap: 8.3 eV
structure (SMILES): Cc1nn(-c2ccccc2)c(C)p1
E_HOMO: -8.11 eV
ΔE to the lowest compared entry with this formula, charge and spin: 109.3 kJ/mol

Geometry as ORCA input:
```
! RIJCOSX wB97M-V def2-TZVPD def2/J DEFGRID3
* xyz 0 1
C 3.49 -2.21 0.06
C 2.57 -0.98 -0.05
N 1.25 -1.13 -0.16
N 0.52 -0.03 -0.10
C -0.84 -0.09 -0.09
C -1.42 -1.33 0.01
C -2.76 -1.51 0.17
C -3.55 -0.40 0.10
C -3.05 0.88 -0.19
C -1.71 1.06 -0.33
C 1.55 1.24 -0.03
C 1.12 2.69 0.22
P 3.17 0.63 -0.04
H 3.93 -2.16 1.06
H 4.16 -2.53 -0.68
H 2.83 -3.00 0.21
H -0.81 -2.20 0.01
H -3.14 -2.53 0.29
H -4.57 -0.66 0.14
H -3.81 1.69 -0.34
H -1.19 2.06 -0.62
H 1.79 3.07 0.85
H 0.18 2.55 0.74
H 0.89 3.45 -0.55
*
```


Q: Number 12 is which compound?
A: C10H11N2P